No. 1
# C23H39AsIN2O2PdSi3

A structure of composition C23H39AsIN2O2PdSi3 (the ωB97M-V functional and the def2-TZVPD basis, the OMol25 dataset).

```
! RIJCOSX wB97M-V def2-TZVPD def2/J DEFGRID3
* xyz -1 1
Pd 0.87206 0.01730 1.12389
C 1.20012 4.63803 -1.80011
C 1.70592 3.25553 -2.09493
N 2.09757 2.99850 -3.32284
C 2.55016 1.76775 -3.60411
C 2.67122 0.77408 -2.65329
C 3.22242 -0.55648 -3.07794
O 2.17311 -1.53458 -3.08410
C 2.28995 1.03087 -1.32884
C 2.45483 -0.02749 -0.32047
N 2.91349 0.22743 0.91431
C 3.65968 -0.71547 1.57829
C 4.80249 -1.27906 0.98865
C 5.62398 -2.14318 1.68827
C 5.34724 -2.46945 3.00793
C 4.21867 -1.92983 3.61431
C 3.38998 -1.08317 2.90599
I 1.63285 -0.36700 3.80520
C 1.70961 2.29631 -1.00961
O 1.20625 2.59882 0.11503
H 1.55706 5.32778 -2.56438
H 1.51378 4.95876 -0.80729
H 0.10638 4.66218 -1.80468
H 2.85547 1.58327 -4.62890
H 4.02136 -0.88824 -2.40005
H 3.64629 -0.46293 -4.08519
H 2.56734 -2.38924 -3.28124
H 2.57526 -1.04586 -0.70844
H 5.04024 -0.99212 -0.02855
H 6.49670 -2.55752 1.19906
H 5.98952 -3.14117 3.56064
H 3.97125 -2.18569 4.63617
C -4.43325 -1.97580 1.36408
Si -2.62416 -1.75895 1.84742
C -2.53907 -1.16665 3.62838
C -1.73772 -3.41076 1.70875
As -1.43120 -0.22521 0.55042
Si -1.69025 -0.85839 -1.70346
C -0.73247 -2.45807 -1.87896
C -0.94269 0.46321 -2.79330
C -3.49054 -1.14338 -2.18813
Si -2.39747 1.89060 0.93315
C -1.41355 2.61295 2.34733
C -4.22378 1.76945 1.39413
C -2.23657 2.97785 -0.57742
H -4.96867 -2.50464 2.15553
H -4.52951 -2.55897 0.44915
H -4.92774 -1.02141 1.20495
H -3.02509 -1.89820 4.27886
H -3.02762 -0.20334 3.77645
H -1.49964 -1.07403 3.94360
H -2.01282 -4.06943 2.53653
H -0.65777 -3.25528 1.73584
H -1.98433 -3.92109 0.77734
H 0.30891 -2.29863 -1.59822
H -0.75145 -2.80159 -2.91602
H -1.14619 -3.24494 -1.24614
H -0.04336 0.88369 -2.34685
H -1.64131 1.27541 -2.99194
H -0.65407 0.01890 -3.74848
H -3.90566 -2.02285 -1.69627
H -3.55452 -1.30193 -3.26692
H -4.11838 -0.28859 -1.93788
H -1.49547 1.99749 3.24666
H -1.76754 3.61982 2.58453
H -0.36340 2.66498 2.04743
H -4.40993 1.11454 2.24432
H -4.81794 1.41152 0.55380
H -4.58866 2.76509 1.65615
H -1.18504 3.06232 -0.84603
H -2.61907 3.97220 -0.33477
H -2.80326 2.59396 -1.42679
*
```

Properties
Calculated total energy = -4689.81395 hartree
HOMO = -0.1280 Ha
Kohn-Sham gap = 5.882 eV
Maximum force = 0.43 eV/A

***

No. 2
# C23H39BrClIrN2O8Si

A structure of composition C23H39BrClIrN2O8Si in a non-equilibrium geometry (the ωB97M-V functional and the def2-TZVPD basis, the OMol25 dataset).

```
! RIJCOSX wB97M-V def2-TZVPD def2/J DEFGRID3
* xyz -2 5
Ir -3.97644 -0.73668 -0.60224
O -1.78253 6.45801 -0.73502
C -1.26762 5.63587 0.04697
O -0.27971 5.77870 0.80333
C -2.06646 4.33539 0.26964
C -1.79179 3.51923 1.35954
C -2.48802 2.33312 1.51838
N -3.40733 1.90565 0.66029
C -3.69195 2.69679 -0.37218
C -3.06891 3.91693 -0.59624
C -4.74484 2.17306 -1.32218
O -5.37022 2.92724 -2.04329
O -4.92863 0.87911 -1.32026
H -1.01834 3.82370 2.04987
H -2.29256 1.67743 2.36342
H -3.34641 4.52851 -1.44289
O -6.88419 -0.86224 2.33895
Cl -5.77457 -1.45962 1.67236
O -5.65068 -2.84469 2.02958
O -4.53799 -0.74691 1.94108
O -5.97869 -1.35346 0.19378
C 3.59541 1.62460 1.47847
C 2.30888 0.79077 1.40496
C 1.10764 1.68412 1.74398
C 2.37141 -0.27852 2.50287
Si 2.02344 -0.01558 -0.32427
Br -1.84366 -0.04362 -1.48671
C 2.26763 1.21569 -1.79519
C 1.55320 0.70615 -3.05902
C 1.61284 2.56212 -1.44899
C 3.74531 1.45974 -2.13094
C 3.01442 -1.67331 -0.54062
C 4.49697 -1.54047 -0.16641
C 2.93579 -2.15358 -1.99519
C 2.37997 -2.78309 0.31173
H 3.69023 2.06005 2.48118
H 3.59016 2.45204 0.76945
H 4.48920 1.02289 1.29077
H 1.17934 2.00523 2.78966
H 0.16491 1.14906 1.62029
H 1.04893 2.58496 1.13839
H 2.44286 0.22234 3.47550
H 3.23721 -0.93583 2.41002
H 1.47048 -0.89609 2.51707
H 0.50591 0.48447 -2.85673
H 2.01384 -0.18653 -3.47916
H 1.58763 1.48928 -3.82542
H 0.55666 2.45324 -1.19416
H 1.67012 3.21937 -2.32411
H 2.10644 3.07890 -0.62714
H 4.24968 0.54934 -2.46226
H 4.30215 1.86240 -1.28252
H 3.81601 2.18885 -2.94846
H 5.00498 -0.78900 -0.77430
H 5.00781 -2.49998 -0.32847
H 4.63681 -1.26947 0.88070
H 3.46160 -1.48872 -2.68069
H 1.90255 -2.24722 -2.33637
H 3.40455 -3.14313 -2.07126
H 2.48644 -2.60982 1.38051
H 2.86789 -3.73953 0.08097
H 1.31589 -2.89071 0.09764
C -1.67497 -2.69278 1.42205
C -2.37333 -3.33122 0.21375
C -3.08595 -4.62264 0.63148
C -1.34892 -3.63875 -0.88642
N -3.35331 -2.41933 -0.29108
H -0.93171 -3.38146 1.83551
H -2.40754 -2.44647 2.19063
H -1.17569 -1.77099 1.11482
H -2.35622 -5.34041 1.01580
H -3.59618 -5.06347 -0.22696
H -3.82655 -4.40971 1.40128
H -0.83798 -2.72763 -1.19619
H -1.84832 -4.06264 -1.75981
H -0.61494 -4.35907 -0.51355
*
```

Properties
Relative energy (zero: lowest compared OMol25 entry of this formula, charge and spin) = 48.1 kcal per mole
Calculated total energy = -5039.04537 hartree
HOMO (spin up / spin down) = -0.0975 / -0.1080 Ha
Kohn-Sham gap (spin up / spin down) = 6.545 / 6.702 eV
Maximum force = 1.25 eV/A
⟨S²⟩ = 6.025

***

No. 3
# C23H39Cl2InNO15

A structure of composition C23H39Cl2InNO15 (the ωB97M-V functional and the def2-TZVPD basis, the OMol25 dataset).

```
! RIJCOSX wB97M-V def2-TZVPD def2/J DEFGRID3
* xyz -1 1
C 0.16874 2.27196 3.09266
C 0.75109 3.14504 2.02398
Cl 1.98216 2.33693 1.01452
C 0.40119 4.40485 1.82385
Cl 1.17894 5.30992 0.53214
In -1.19809 5.35552 3.11291
C -2.89758 3.88460 3.08129
C -3.69387 3.71798 4.22315
C -4.72711 2.78996 4.21389
C -4.94370 2.04787 3.06110
C -4.11973 2.29964 1.97257
N -3.12139 3.18513 1.94880
H 0.31983 2.70286 4.07897
H -0.87661 2.04578 2.90535
H 0.70401 1.32373 3.09351
H -1.73018 6.84443 2.30329
H -0.59893 5.64331 4.75237
H -3.49274 4.29746 5.11218
H -5.35387 2.63187 5.08314
H -5.70663 1.28866 2.97457
H -4.28490 1.72584 1.06535
C 4.64987 -0.05277 0.96764
O 4.74891 -0.21644 2.38949
C 5.34390 -1.33189 2.77441
O 5.78884 -2.18876 2.05044
O 5.37172 -1.35858 4.10936
C 5.98903 -2.51931 4.65978
H 4.14350 0.89239 0.79886
H 5.64258 -0.02139 0.52104
H 4.06580 -0.85864 0.52707
H 7.03021 -2.58738 4.34841
H 5.45102 -3.41892 4.36516
H 5.94220 -2.40942 5.73960
C -4.02771 -3.29229 2.01487
O -5.02626 -2.37024 2.45439
C -6.26177 -2.85745 2.46900
O -6.59014 -3.97244 2.15355
O -7.08139 -1.89538 2.89411
C -8.45386 -2.27907 2.95938
H -3.08238 -2.75968 2.05444
H -3.98502 -4.15608 2.67582
H -4.22119 -3.60920 0.99181
H -8.59048 -3.10340 3.65721
H -8.82302 -2.55760 1.97394
H -8.99857 -1.40973 3.31622
C 2.35459 -2.93002 -3.95876
O 2.82981 -2.79284 -2.62100
C 3.82553 -3.61961 -2.30653
O 4.32055 -4.43739 -3.04090
O 4.17064 -3.38794 -1.04491
C 5.23694 -4.20389 -0.55204
H 1.55023 -2.21225 -4.08870
H 3.14465 -2.70669 -4.67419
H 1.96437 -3.92824 -4.12492
H 6.14575 -4.03654 -1.12726
H 4.95983 -5.25673 -0.58243
H 5.40676 -3.90124 0.47583
C 0.60756 -6.28815 -4.84769
O -0.36374 -5.33147 -4.41733
C -1.61451 -5.79089 -4.40327
O -1.96272 -6.89995 -4.71333
O -2.40994 -4.80849 -3.98604
C -3.79327 -5.15846 -3.91708
H 1.57368 -5.79525 -4.81370
H 0.62617 -7.14780 -4.18078
H 0.40891 -6.60894 -5.86867
H -3.94864 -5.97353 -3.21290
H -4.16885 -5.43534 -4.90040
H -4.31608 -4.27369 -3.56635
C 1.38625 9.21649 -5.35613
O 1.50989 8.97741 -3.95755
C 2.13897 7.83558 -3.65236
O 2.58216 7.05245 -4.45330
O 2.18656 7.72938 -2.33423
C 2.83453 6.54403 -1.85065
H 0.86329 10.16332 -5.46139
H 2.36696 9.29145 -5.82375
H 0.80528 8.42854 -5.83258
H 3.87263 6.52107 -2.18142
H 2.30923 5.65423 -2.18654
H 2.80963 6.59165 -0.77236
*
```

Properties
Calculated total energy = -3193.66870 hartree
HOMO = -0.1880 Ha
Kohn-Sham gap = 6.969 eV
Maximum force = 0.99 eV/A